[1]
A molecular structure, C6H12InO6 in a non-equilibrium geometry, computed with ωB97M-V/def2-TZVPD.

Each line ends with the Mulliken charge.
Geometry (Å):
In (-1.39182, -0.07464, -0.04231)  1.433
C (-1.36813, -4.24906, -0.79071)  -0.505
O (-0.07629, -3.72612, -1.04765)  -0.183
C (0.22275, -2.44282, -1.01865)  1.070
O (-0.48469, -1.42290, -0.81101)  -0.409
O (1.50392, -2.38761, -1.44306)  -0.219
C (2.28530, -1.18686, -1.62778)  -0.584
H (-1.40925, -4.86434, 0.10807)  0.307
H (-1.75892, -4.89649, -1.57570)  0.290
H (-2.02926, -3.42524, -0.52176)  0.175
H (2.06368, -0.41531, -0.89042)  0.231
H (2.13097, -0.88303, -2.66314)  0.340
H (3.35548, -1.39221, -1.65314)  0.286
C (-0.22449, 1.73785, 3.37141)  -0.763
O (0.40674, 2.51495, 2.33840)  -0.179
C (-0.05832, 2.37821, 1.08269)  1.121
O (-0.55137, 1.43193, 0.55853)  -0.398
O (0.22969, 3.50513, 0.37575)  -0.211
C (-0.37034, 3.70749, -0.91020)  -0.715
H (-0.03298, 2.20753, 4.33620)  0.286
H (0.38277, 0.84122, 3.49548)  0.357
H (-1.27589, 1.50179, 3.20734)  0.345
H (0.07788, 4.58485, -1.37649)  0.282
H (-1.40834, 4.03519, -0.85284)  0.374
H (-0.21908, 2.92049, -1.64902)  0.268

Results
* total energy: -23836.9540 eV
* total charge: +3
* HOMO energy: -22.147 eV
* molecular weight: 295.0 Da
* Kohn-Sham gap: 4.882 eV
* largest force on an atom: 12.56 eV/Å
* E_LUMO: -17.3 eV

=====

[2]
A molecular structure, C21H16CrN9O2S2, computed with ωB97M-V/def2-TZVPD.

Each line ends with the Mulliken charge.
Geometry (Å):
Cr (0.26485, -0.87106, -0.47177)  -0.860
C (-5.38070, -0.61917, -0.84464)  -0.448
C (-4.93318, -1.45562, -1.85720)  -0.605
C (-3.58458, -1.51417, -2.16995)  -0.317
C (-2.68718, -0.73677, -1.45122)  0.068
C (-3.12325, 0.09228, -0.42619)  -0.075
C (-4.47561, 0.15587, -0.13365)  -1.100
N (-1.29379, -0.77896, -1.77025)  1.601
N (-1.07116, -0.77925, -3.01196)  -0.748
C (0.27954, -0.74234, -3.32099)  0.201
C (0.64761, -0.69927, -4.67137)  -0.482
C (1.98552, -0.62284, -4.98573)  -0.536
C (2.92874, -0.60332, -3.95516)  -0.715
C (2.54401, -0.66509, -2.62484)  -0.025
C (1.19665, -0.72449, -2.25805)  0.131
H (-6.43347, -0.58051, -0.60056)  0.408
H (-5.63449, -2.07286, -2.40175)  0.380
H (-3.21719, -2.16680, -2.94909)  0.468
H (-2.40980, 0.68005, 0.13375)  0.479
H (-4.81979, 0.79876, 0.66496)  0.390
H (-0.11673, -0.73359, -5.43622)  0.489
H (2.30657, -0.59195, -6.01756)  0.399
H (3.98106, -0.54893, -4.20521)  0.427
H (3.31371, -0.68889, -1.85995)  0.467
S (0.69800, -3.08357, -0.81712)  -0.347
C (-0.13445, -3.92256, 0.45466)  0.934
C (-0.10307, -5.31998, 0.49609)  -0.992
C (-0.80064, -6.01826, 1.46232)  0.542
C (-0.76035, -7.44833, 1.46342)  -0.201
N (-0.73271, -8.59642, 1.44951)  -0.529
C (-1.55102, -5.31532, 2.42816)  0.570
C (-1.57651, -3.93296, 2.39908)  -0.992
C (-0.87359, -3.22250, 1.42175)  0.490
S (-0.94050, -1.48804, 1.41684)  -0.397
C (-2.28968, -6.01148, 3.43472)  -0.163
N (-2.89455, -6.56492, 4.23930)  -0.518
H (0.46975, -5.86072, -0.24467)  0.507
H (-2.15229, -3.39303, 3.13830)  0.496
N (-1.17277, 2.12015, -1.65891)  -0.324
N (-0.02885, 2.89587, -1.56143)  -0.405
C (1.04638, 2.47713, -0.86529)  0.761
N (2.11774, 3.26640, -0.89291)  -0.399
N (0.94158, 1.31230, -0.21083)  -0.233
N (2.05492, 0.83502, 0.40737)  1.252
O (1.98774, -0.39219, 0.55264)  -0.347
O (2.99675, 1.49850, 0.80272)  -0.760
H (-1.27745, 1.72615, -2.58667)  0.226
H (-1.98883, 2.65105, -1.38711)  0.298
H (0.06907, 3.72788, -2.12557)  0.164
H (2.15842, 4.04433, -1.52729)  0.162
H (2.92504, 3.00984, -0.34349)  0.205

Results
* total energy: -89629.3246 eV
* total charge: 0
* HOMO energy (spin up / spin down): -7.668 / -7.534 eV
* molecular weight: 542.6 Da
* Kohn-Sham gap (spin up / spin down): 6.118 / 6.223 eV
* 2S+1: 2
* largest force on an atom: 0.79 eV/Å
* E_LUMO (spin up / spin down): -1.5 / -1.3 eV

=====

[3]
A molecular structure, C42H53BrClIrN3O4 in a non-equilibrium geometry, computed with ωB97M-V/def2-TZVPD.

Each line ends with the Mulliken charge.
Geometry (Å):
Ir (0.20495, -0.26854, -0.32898)  4.799
C (-1.49339, 4.32822, 3.60896)  -1.392
C (-2.27308, 3.83071, 2.37910)  0.043
C (-1.53887, 4.20482, 1.09336)  -1.515
C (-2.77819, 2.39550, 2.53497)  0.225
C (-3.88274, 2.33631, 3.37805)  -0.773
C (-4.58249, 1.17035, 3.58700)  -1.514
C (-4.26408, 0.07759, 2.80925)  -0.942
C (-3.19930, 0.07907, 1.91846)  0.738
C (-3.10116, -1.17799, 1.06949)  0.167
C (-2.00934, -2.14133, 1.52089)  -0.887
C (-2.98076, -0.87050, -0.41809)  -0.959
C (-2.34570, 1.21208, 1.87719)  0.015
N (-1.09997, 1.17615, 1.24180)  1.070
C (-0.13332, 1.78527, 1.87195)  -1.714
C (1.18100, 1.93739, 1.40809)  -0.031
C (2.20785, 2.71909, 1.98260)  -0.696
C (3.33812, 2.47525, 1.24333)  -2.126
C (2.99087, 1.52177, 0.25945)  -0.522
N (1.69070, 1.24754, 0.34157)  0.319
C (3.92857, 0.81189, -0.67217)  3.123
C (4.26522, -0.53579, -0.01783)  -1.250
C (3.26141, 0.54972, -2.02410)  -1.943
C (5.20047, 1.63770, -0.89623)  -2.236
H (-1.58751, 5.41137, 3.68565)  0.420
H (-0.43711, 4.08982, 3.53137)  0.241
H (-1.87449, 3.87449, 4.52143)  0.330
H (-3.20278, 4.41664, 2.36666)  0.868
H (-0.49686, 3.90003, 1.10727)  0.257
H (-1.57037, 5.28903, 0.98334)  0.564
H (-2.01613, 3.75166, 0.22852)  0.188
H (-4.19933, 3.24064, 3.88326)  0.466
H (-5.40128, 1.13203, 4.29137)  0.359
H (-4.86163, -0.81808, 2.90724)  0.428
H (-4.05981, -1.69994, 1.19981)  0.758
H (-1.02741, -1.78375, 1.21622)  -0.075
H (-2.15412, -3.12930, 1.08697)  0.533
H (-2.01782, -2.24727, 2.60295)  0.338
H (-2.03126, -0.36062, -0.62803)  -0.365
H (-3.79170, -0.22807, -0.75612)  0.432
H (-3.00681, -1.79398, -0.99314)  0.434
H (-0.32448, 2.18211, 2.86685)  0.696
H (2.11284, 3.36144, 2.83660)  0.535
H (4.30528, 2.90867, 1.39583)  0.482
H (3.35994, -1.13224, 0.03141)  -0.282
H (4.62723, -0.39905, 0.99671)  0.290
H (5.01161, -1.07264, -0.60200)  0.582
H (2.27373, 0.10732, -1.87497)  0.155
H (3.86265, -0.14547, -2.60703)  0.543
H (3.16092, 1.48245, -2.57987)  0.365
H (5.73821, 1.78831, 0.03485)  0.457
H (4.94798, 2.61106, -1.31403)  0.429
H (5.86163, 1.12616, -1.59313)  0.407
Cl (3.55492, -4.53842, 0.64298)  -0.229
C (2.54029, -4.29431, -0.78454)  -0.738
C (1.33971, -3.34704, -0.43730)  0.380
O (0.33769, -3.85319, 0.03722)  -0.592
O (1.55003, -2.14845, -0.75513)  -0.847
H (2.16127, -5.27353, -1.07651)  0.486
H (3.17347, -3.86262, -1.55924)  0.275
Br (-0.59824, -0.02817, 4.83263)  -0.072
C (0.65901, -1.44889, 5.00253)  0.523
C (0.68423, -2.14513, 6.20047)  -0.797
C (1.58691, -3.18224, 6.35354)  -0.540
C (2.43525, -3.52170, 5.31088)  -0.690
C (2.39670, -2.81280, 4.12433)  -0.404
C (1.51779, -1.75062, 3.96255)  0.119
C (1.66445, -0.86613, 2.71036)  -0.087
O (2.65287, -0.14764, 2.73082)  -0.644
O (0.75190, -1.00611, 1.86984)  -0.313
H (0.00658, -1.86541, 6.99623)  0.411
H (1.62317, -3.71983, 7.29131)  0.353
H (3.13326, -4.33755, 5.42865)  0.388
H (3.05439, -3.06908, 3.30829)  0.378
C (-0.83811, -4.43862, -3.15201)  -1.456
C (-1.00427, -3.05661, -3.71253)  0.294
C (-1.39582, -2.86939, -5.03809)  -0.932
C (-1.55947, -1.58045, -5.52794)  -0.007
C (-2.01688, -1.34162, -6.94278)  -1.685
C (-1.30544, -0.49163, -4.71596)  -1.328
C (-0.85469, -0.62781, -3.37668)  0.907
C (-0.76183, -1.96201, -2.91352)  0.437
N (-0.50214, 0.35073, -2.51978)  1.022
C (-0.57068, 1.74873, -2.91927)  1.327
C (-2.03132, 2.17508, -3.17823)  -1.775
C (-0.06834, 2.61676, -1.76172)  -1.379
C (0.35703, 2.06735, -4.10848)  -1.414
H (-1.18083, -5.19495, -3.85948)  0.398
H (-1.38836, -4.53484, -2.21682)  0.316
H (0.21293, -4.61983, -2.92405)  0.109
H (-1.57272, -3.72401, -5.67983)  0.258
H (-2.11790, -2.27555, -7.49194)  0.385
H (-1.30944, -0.70540, -7.47434)  0.339
H (-2.98384, -0.83721, -6.95228)  0.322
H (-1.46365, 0.46908, -5.17500)  0.732
H (-0.45397, -2.11178, -1.88606)  -0.345
H (-2.57706, 2.13211, -2.23835)  0.269
H (-2.53362, 1.52591, -3.88595)  0.337
H (-2.05847, 3.19776, -3.54948)  0.464
H (-0.57329, 2.32652, -0.84670)  -0.382
H (-0.26411, 3.66936, -1.95782)  0.825
H (0.99873, 2.48650, -1.61847)  -0.191
H (0.13187, 1.50281, -5.00380)  0.345
H (1.37705, 1.82685, -3.82221)  0.174
H (0.29510, 3.12995, -4.33444)  0.440

Results
* total energy: -142478.8301 eV
* total charge: -1
* HOMO energy (spin up / spin down): -4.442 / -4.440 eV
* molecular weight: 971.5 Da
* Kohn-Sham gap (spin up / spin down): 5.194 / 5.189 eV
* largest force on an atom: 3.37 eV/Å
* E_LUMO (spin up / spin down): 0.8 / 0.7 eV

=====

- What is the formula in the first record?
  C6H12InO6